Entry 1
{
  "formula": "C4H7NO",
  "method": "wB97M-V/def2-TZVPD",
  "e_lumo_ha": 0.0300,
  "smiles": "N[C@H]1C=COC1",
  "homo_lumo_gap_ev": 9.3,
  "total_charge": 0,
  "elements": ["N", "C", "C", "C", "O", "C", "H", "H", "H", "H", "H", "H", "H"],
  "xyz": [[-1.048, -1.354, 0.705], [-0.270, -0.060, 0.471], [1.036, -0.357, 0.114], [1.097, 0.287, -1.115], [0.036, 0.919, -1.510], [-0.668, 1.075, -0.361], [-0.621, -1.588, 1.526], [-0.652, -1.968, -0.103], [-0.461, 0.235, 1.654], [1.774, -0.963, 0.781], [1.921, 0.563, -1.814], [-1.755, 1.186, -0.671], [-0.390, 2.025, 0.324]],
  "lowdin_charge": [0.032, -0.482, -0.064, -0.159, -0.029, -0.210, -0.002, 0.108, 0.182, 0.154, 0.142, 0.154, 0.174]
}

---

Entry 2
{
  "formula": "C4H7NO",
  "method": "wB97M-V/def2-TZVPD",
  "e_lumo_ha": 0.0359,
  "smiles": "C[C@H]1CN1C=O",
  "homo_lumo_gap_ev": 10.9,
  "total_charge": 0,
  "elements": ["C", "C", "C", "N", "C", "O", "H", "H", "H", "H", "H", "H", "H"],
  "xyz": [[-1.720, -0.287, 0.489], [-0.303, -0.485, 0.013], [0.234, 0.172, -1.219], [0.592, 0.654, 0.091], [1.891, 0.550, 0.565], [2.885, 0.750, -0.094], [-1.741, -0.101, 1.567], [-2.325, -1.176, 0.282], [-2.181, 0.570, -0.011], [0.144, -1.451, 0.257], [1.016, -0.331, -1.785], [-0.416, 0.825, -1.797], [1.924, 0.310, 1.644]],
  "lowdin_charge": [-0.054, -0.308, -0.072, -0.031, -0.324, 0.049, 0.078, 0.077, 0.080, 0.142, 0.115, 0.113, 0.135]
}

---

Entry 3
{
  "formula": "C4H7NO",
  "method": "wB97M-V/def2-TZVPD",
  "e_lumo_ha": 0.0238,
  "homo_lumo_gap_ev": 7.9,
  "total_charge": 0,
  "elements": ["C", "C", "C", "C", "N", "O", "H", "H", "H", "H", "H", "H", "H"],
  "xyz": [[0.084, 0.642, 2.180], [0.183, 0.382, -0.801], [-1.251, 0.052, -1.035], [1.088, -0.719, -1.187], [0.117, 1.230, 3.235], [-0.034, 0.245, 1.091], [-1.529, 0.306, -1.993], [-1.966, 0.721, -0.562], [-1.435, -0.992, -1.046], [1.734, -0.340, -2.123], [0.746, -1.687, -1.339], [1.891, -0.773, -0.553], [0.373, 0.933, 4.134]],
  "lowdin_charge": [-0.300, -0.145, -0.165, -0.164, 0.212, 0.098, 0.052, 0.079, 0.060, 0.141, 0.038, 0.028, 0.066]
}

---

Entry 4
{
  "formula": "C4H7NO",
  "method": "wB97M-V/def2-TZVPD",
  "e_lumo_ha": -0.0025,
  "homo_lumo_gap_ev": 8.5,
  "total_charge": 0,
  "elements": ["O", "C", "C", "N", "C", "C", "H", "H", "H", "H", "H", "H", "H"],
  "xyz": [[1.235, -0.396, 1.490], [0.394, -0.168, 0.418], [-0.315, -1.371, -0.220], [-0.813, 0.477, -0.992], [-0.844, 0.711, 0.514], [0.682, 0.553, -0.907], [1.863, -1.084, 1.230], [-0.861, -0.688, -1.243], [-1.108, -1.689, 0.491], [-0.717, 1.778, 0.751], [-1.725, 0.303, 1.014], [1.178, -0.014, -1.701], [1.031, 1.588, -0.845]],
  "lowdin_charge": [0.033, -0.618, 0.111, 0.020, -0.118, -0.131, 0.107, 0.078, 0.054, 0.117, 0.112, 0.114, 0.120]
}

---

Most stable structure - entry 2; separation to the second - 2.432 eV.

---

Entry 1
{
  "formula": "C4H7NO",
  "method": "wB97M-V/def2-TZVPD",
  "e_lumo_ha": -0.0005,
  "homo_lumo_gap_ev": 8.5,
  "total_charge": 0,
  "elements": ["O", "C", "C", "N", "C", "C", "H", "H", "H", "H", "H", "H", "H"],
  "xyz": [[-1.996, -0.924, 0.450], [-1.024, -0.191, -0.193], [-0.064, 1.371, 0.321], [0.849, 1.074, -0.619], [1.455, -0.168, -0.211], [0.190, -0.884, -0.500], [-1.561, -1.532, 1.063], [-1.532, 0.421, -0.931], [0.158, 1.181, 1.382], [-0.692, 2.243, 0.139], [1.802, -0.207, 0.840], [2.270, -0.473, -0.874], [0.146, -1.912, -0.867]],
  "lowdin_charge": [0.015, -0.308, -0.157, -0.018, -0.275, -0.023, 0.101, 0.135, 0.103, 0.094, 0.109, 0.114, 0.110]
}

---

Entry 2
{
  "formula": "C4H7NO",
  "method": "wB97M-V/def2-TZVPD",
  "e_lumo_ha": 0.0264,
  "smiles": "C=C=N.C=CO",
  "homo_lumo_gap_ev": 9.7,
  "total_charge": 0,
  "elements": ["C", "C", "N", "H", "H", "H", "C", "C", "O", "H", "H", "H", "H"],
  "xyz": [[-2.028, -0.435, 0.898], [-1.557, 0.683, 0.404], [-1.150, 1.755, -0.036], [-1.651, -0.810, 1.842], [-2.762, -1.009, 0.344], [-0.329, 1.621, -0.632], [0.852, -0.854, -1.089], [1.583, 0.006, -0.387], [1.638, -0.041, 0.974], [0.271, -1.621, -0.586], [0.815, -0.793, -2.169], [2.170, 0.792, -0.864], [2.148, 0.706, 1.303]],
  "lowdin_charge": [-0.015, -0.291, 0.137, 0.059, 0.056, 0.048, -0.004, -0.317, -0.007, 0.061, 0.058, 0.115, 0.102]
}

---

Most stable structure - entry 2; separation to the second - 1.785 eV.

---

Entry 1
{
  "formula": "C4H7NO",
  "method": "wB97M-V/def2-TZVPD",
  "e_lumo_ha": 0.0234,
  "homo_lumo_gap_ev": 9.0,
  "total_charge": 0,
  "elements": ["C", "C", "C", "C", "N", "O", "H", "H", "H", "H", "H", "H", "H"],
  "xyz": [[1.699, -0.113, -0.279], [1.541, -1.181, -0.941], [1.860, 0.875, 0.491], [-2.155, 0.851, -1.013], [-1.886, -0.508, 0.993], [-1.410, 0.074, -0.419], [2.440, -1.621, -1.510], [0.443, -1.351, -1.262], [1.843, 1.967, 0.339], [1.866, 0.870, 1.602], [-3.078, 1.070, -0.644], [-1.948, 0.330, 1.546], [-1.215, -1.264, 1.098]],
  "lowdin_charge": [-0.268, -0.026, -0.030, 0.007, 0.090, -0.191, 0.096, 0.086, 0.068, 0.072, -0.018, 0.053, 0.061]
}

---

Entry 2
{
  "formula": "C4H7NO",
  "method": "wB97M-V/def2-TZVPD",
  "e_lumo_ha": [-0.0078, 0.0042],
  "homo_lumo_gap_ev": [7.9, 8.1],
  "total_charge": 0,
  "elements": ["O", "C", "C", "C", "C", "N", "H", "H", "H", "H", "H", "H", "H"],
  "xyz": [[1.474, 1.066, 0.736], [1.133, 0.471, -0.379], [0.777, -1.006, -0.252], [-0.718, -0.865, 0.220], [-0.971, 0.633, 0.127], [-0.033, 1.120, -0.833], [0.834, -1.547, -1.201], [1.420, -1.494, 0.487], [-1.337, -1.392, -0.520], [-0.972, -1.267, 1.208], [-2.009, 0.985, 0.070], [0.349, 1.161, 1.158], [0.053, 2.135, -0.821]],
  "lowdin_charge": [-0.022, -0.423, -0.108, -0.177, -0.147, 0.028, 0.103, 0.109, 0.109, 0.105, 0.100, 0.191, 0.131]
}

---

Entry 3
{
  "formula": "C4H7NO",
  "method": "wB97M-V/def2-TZVPD",
  "e_lumo_ha": 0.0377,
  "homo_lumo_gap_ev": 10.9,
  "total_charge": 0,
  "elements": ["C", "C", "O", "N", "C", "C", "H", "H", "H", "H", "H", "H", "H"],
  "xyz": [[0.280, -1.733, 0.079], [-0.361, -0.396, 0.234], [-1.712, -0.144, 0.361], [-1.017, 0.206, -0.910], [-0.167, 1.428, -0.659], [0.346, 0.888, 0.679], [0.634, -2.154, 1.022], [-0.404, -2.422, -0.421], [1.146, -1.573, -0.577], [-0.633, 2.412, -0.750], [0.611, 1.321, -1.426], [-0.147, 1.326, 1.549], [1.425, 0.840, 0.819]],
  "lowdin_charge": [0.007, -0.573, 0.014, 0.053, -0.138, -0.074, 0.084, 0.090, 0.091, 0.107, 0.119, 0.112, 0.107]
}

---

Entry 4
{
  "formula": "C4H7NO",
  "method": "wB97M-V/def2-TZVPD",
  "e_lumo_ha": 0.0324,
  "smiles": "NC(O)=C1CC1",
  "homo_lumo_gap_ev": 8.4,
  "total_charge": 0,
  "elements": ["N", "C", "O", "C", "C", "C", "H", "H", "H", "H", "H", "H", "H"],
  "xyz": [[1.878, -0.192, -0.467], [0.958, -0.026, 0.502], [1.424, 0.481, 1.656], [-0.382, -0.304, 0.476], [-1.251, -0.676, -0.643], [-1.421, 0.680, 0.020], [1.559, -0.415, -1.396], [2.870, -0.128, -0.300], [0.634, 0.307, 2.204], [-0.885, -0.727, -1.668], [-2.001, -1.430, -0.398], [-2.311, 0.910, 0.603], [-1.072, 1.522, -0.588]],
  "lowdin_charge": [0.188, -0.441, 0.075, -0.242, -0.163, -0.121, 0.109, 0.114, 0.118, 0.088, 0.093, 0.083, 0.099]
}

---

Most stable structure - entry 4; separation to the second - 0.839 eV.

---

Entry 1
{
  "formula": "C4H7NO",
  "method": "wB97M-V/def2-TZVPD",
  "e_lumo_ha": 0.0360,
  "smiles": "C=NC/C=C/O",
  "homo_lumo_gap_ev": 9.8,
  "total_charge": 0,
  "elements": ["C", "N", "C", "C", "C", "O", "H", "H", "H", "H", "H", "H", "H"],
  "xyz": [[-2.025, -0.509, -0.686], [-1.388, 0.540, -0.384], [-0.611, 0.509, 0.844], [0.868, 0.420, 0.555], [1.364, -0.160, -0.536], [2.676, -0.307, -0.851], [-2.025, -1.420, -0.067], [-2.605, -0.532, -1.610], [-0.921, -0.323, 1.503], [-0.815, 1.439, 1.388], [1.542, 0.844, 1.299], [0.732, -0.584, -1.311], [3.210, 0.082, -0.145]],
  "lowdin_charge": [-0.067, -0.039, -0.269, -0.096, -0.213, 0.005, 0.079, 0.068, 0.105, 0.109, 0.103, 0.114, 0.100]
}

---

Entry 2
{
  "formula": "C4H7NO",
  "method": "wB97M-V/def2-TZVPD",
  "e_lumo_ha": 0.0000,
  "homo_lumo_gap_ev": 7.9,
  "total_charge": 0,
  "elements": ["C", "C", "C", "N", "C", "O", "H", "H", "H", "H", "H", "H", "H"],
  "xyz": [[-0.615, 0.422, 1.121], [0.006, 0.627, -0.648], [-0.733, -0.926, 0.033], [-0.661, -0.428, -1.326], [1.466, 0.676, -0.714], [2.033, 0.345, -1.751], [0.288, 1.002, 1.364], [-1.496, 1.065, 1.104], [-0.686, -0.244, 1.999], [0.061, -1.621, 0.323], [-1.734, -1.271, 0.312], [0.042, -0.954, -1.856], [1.991, 1.245, 0.087]],
  "lowdin_charge": [-0.093, -0.153, -0.163, -0.025, -0.318, 0.006, 0.084, 0.091, 0.096, 0.131, 0.123, 0.108, 0.114]
}

---

Entry 3
{
  "formula": "C4H7NO",
  "method": "wB97M-V/def2-TZVPD",
  "e_lumo_ha": 0.0382,
  "smiles": "O=CNC1CC1",
  "homo_lumo_gap_ev": 10.7,
  "total_charge": 0,
  "elements": ["O", "C", "N", "C", "C", "C", "H", "H", "H", "H", "H", "H", "H"],
  "xyz": [[3.024, -1.361, -0.121], [2.098, -0.662, -0.453], [0.824, -0.686, 0.101], [-0.131, 0.324, -0.266], [-1.101, 0.591, 0.853], [-1.574, 0.003, -0.450], [2.200, 0.103, -1.249], [0.780, -0.588, 1.101], [0.293, 1.164, -0.812], [-1.116, -0.110, 1.694], [-1.292, 1.616, 1.138], [-2.143, 0.649, -1.106], [-1.863, -1.044, -0.431]],
  "lowdin_charge": [0.039, -0.337, 0.052, -0.339, -0.117, -0.100, 0.131, 0.121, 0.139, 0.108, 0.098, 0.098, 0.108]
}

---

Entry 4
{
  "formula": "C4H7NO",
  "method": "wB97M-V/def2-TZVPD",
  "e_lumo_ha": 0.0299,
  "homo_lumo_gap_ev": 9.1,
  "total_charge": 0,
  "elements": ["O", "C", "C", "C", "C", "N", "H", "H", "H", "H", "H", "H", "H"],
  "xyz": [[1.425, 0.883, 0.876], [1.660, 0.404, -0.358], [-0.163, -0.781, -0.808], [-0.996, -0.549, 0.438], [-1.430, 0.852, 0.539], [-1.731, 1.968, 0.597], [1.036, 1.768, 0.796], [2.220, -0.531, -0.258], [0.718, 0.260, -1.104], [0.266, -1.782, -0.842], [-0.736, -0.594, -1.723], [-0.418, -0.776, 1.340], [-1.888, -1.186, 0.446]],
  "lowdin_charge": [-0.076, -0.093, -0.121, -0.230, -0.238, 0.148, 0.097, 0.068, 0.031, 0.083, 0.093, 0.118, 0.120]
}

---

Most stable structure - entry 3; separation to the second - 0.321 eV.

---

Entry 1
{
  "formula": "C4H7NO",
  "method": "wB97M-V/def2-TZVPD",
  "e_lumo_ha": 0.0374,
  "smiles": "C[C@H]1COC=N1",
  "homo_lumo_gap_ev": 10.6,
  "total_charge": 0,
  "elements": ["C", "C", "C", "O", "C", "N", "H", "H", "H", "H", "H", "H", "H"],
  "xyz": [[0.568, -1.235, 0.849], [0.592, -0.134, -0.204], [-0.722, -0.014, -1.008], [-1.323, 1.200, -0.516], [-0.365, 1.782, 0.241], [0.727, 1.178, 0.452], [1.473, -1.190, 1.461], [0.507, -2.225, 0.383], [-0.296, -1.109, 1.511], [1.448, -0.285, -0.870], [-1.422, -0.836, -0.838], [-0.558, 0.107, -2.084], [-0.628, 2.762, 0.624]],
  "lowdin_charge": [-0.068, -0.376, -0.119, -0.047, -0.231, 0.094, 0.077, 0.078, 0.085, 0.133, 0.121, 0.121, 0.133]
}

---

Entry 2
{
  "formula": "C4H7NO",
  "method": "wB97M-V/def2-TZVPD",
  "e_lumo_ha": 0.0108,
  "smiles": "CC1=C([O-])C[NH2+]1",
  "homo_lumo_gap_ev": 7.6,
  "total_charge": 0,
  "elements": ["C", "C", "C", "O", "C", "N", "H", "H", "H", "H", "H", "H", "H"],
  "xyz": [[0.631, -0.675, 1.625], [-0.028, -0.064, 0.452], [-1.264, 0.369, 0.005], [-2.394, 0.551, 0.436], [-0.681, 0.579, -1.433], [0.650, 0.127, -0.858], [1.532, -0.143, 1.967], [0.910, -1.725, 1.453], [-0.080, -0.667, 2.456], [-1.030, -0.122, -2.195], [-0.634, 1.591, -1.836], [1.326, 0.870, -0.731], [1.062, -0.691, -1.342]],
  "lowdin_charge": [-0.067, -0.258, -0.475, -0.015, -0.021, 0.050, 0.067, 0.069, 0.086, 0.118, 0.116, 0.157, 0.173]
}

---

Most stable structure - entry 1; separation to the second - 1.999 eV.